Density functional theory data (ωB97M-V/def2-TZVPD) for a gas-phase ion, C10H17N4 (charge +1).

Values from the calculation:
Net charge = +1
Energy relative to the best compared isomer or geometry (same formula, charge and spin) = 123.5 kJ/mol
Max |F| = 5.6 eV Å⁻¹
HOMO = -0.50707 Ha
Orbital gap = 11.1 eV

The geometry in XYZ format:
```
31
Properties=species:S:1:pos:R:3:mulliken_charge:R:1
C -0.4602 -1.3193 -2.2894 -1.062
C -0.6043 -1.5818 -0.7871 -0.720
N -0.2509 -0.3808 0.1154 0.627
C -0.6425 -0.7834 1.4393 -0.258
C -0.1156 0.0072 2.5876 -1.450
C -0.9164 0.8634 -0.2526 1.169
C -2.4084 0.7948 -0.2131 -1.944
C -0.2935 1.9475 -0.6539 -1.067
C 1.2016 2.1098 -0.4822 -0.589
N 1.8494 0.8515 -0.1474 1.133
N 3.1170 0.6941 0.0638 -1.316
C 3.2108 -0.6555 0.2270 -0.214
N 1.9987 -1.3071 0.2207 -0.517
C 1.1494 -0.2535 -0.0054 -0.206
H -1.3877 -0.7941 -2.5406 0.255
H 0.4605 -0.7475 -2.3413 0.283
H -0.5129 -2.3412 -2.5342 0.427
H 0.1590 -2.3028 -0.5484 0.671
H -1.5594 -1.9734 -0.5332 0.623
H -1.7941 -0.9383 1.4786 0.529
H -0.2530 -1.8246 1.5411 0.461
H 1.0239 -0.1100 2.6972 0.316
H -0.1251 1.1445 2.5748 0.272
H -0.6145 -0.2386 3.4284 0.515
H -2.9586 -0.2112 -0.2787 0.317
H -2.8184 1.2772 -1.1689 0.447
H -2.8124 1.2068 0.6052 0.459
H -0.8100 2.6993 -1.1285 0.607
H 1.6361 2.3552 -1.4967 0.368
H 1.3592 2.9561 0.1795 0.396
H 4.1722 -1.1444 0.2431 0.469
```

Density functional theory data (ωB97M-V/def2-TZVPD) for a single C6H10N2O2 molecule.

Values from the calculation:
Net charge = 0
Energy relative to the best compared isomer or geometry (same formula, charge and spin) = 529.4 kJ/mol
Max |F| = 4.4 eV Å⁻¹
HOMO = -0.32508 Ha
Orbital gap = 9.1 eV

The geometry in XYZ format:
```
20
Properties=species:S:1:pos:R:3:mulliken_charge:R:1
C 1.4368 0.2133 -0.2448 0.731
C -0.8485 0.7540 0.3638 0.687
C 2.5890 -0.7819 -0.4141 -1.377
C -0.8096 2.2800 0.1714 -1.302
C 0.0340 -1.5929 0.6335 -1.663
C 0.1378 -0.1759 0.1769 0.564
N -2.6720 -0.4396 -0.5391 0.414
N -2.1109 -0.9586 -1.3713 -0.480
O 1.7184 1.3619 -0.4666 -0.602
O -2.1131 0.5222 0.5653 -0.439
H 2.2329 -1.6244 -0.8522 0.434
H 3.4279 -0.3108 -0.9246 0.382
H 3.1880 -1.0928 0.5754 0.259
H -1.1514 2.6257 -0.7485 0.317
H 0.2071 2.8536 0.2795 0.273
H -1.4498 2.7669 0.8554 0.453
H -0.0944 -2.2053 -0.3073 0.365
H 0.8740 -1.9291 1.2409 0.439
H -0.8571 -1.8921 1.3254 0.261
H -3.7390 -0.3742 -0.3191 0.284
```

Density functional theory data (ωB97M-V/def2-TZVPD) for a molecular structure, Cl2NO3P.

Values from the calculation:
Net charge = -2
Energy relative to the best compared isomer or geometry (same formula, charge and spin) = 4.8 kJ/mol
Max |F| = 3.3 eV Å⁻¹
HOMO (spin up / spin down) = -0.01230 / -0.01226 Ha
Orbital gap (spin up / spin down) = 6.7 / 6.7 eV

The geometry in XYZ format:
```
7
Properties=species:S:1:pos:R:3:mulliken_charge:R:1
N -1.3025 -0.3583 0.8316 -0.122
O 1.4796 -0.3187 1.2953 -0.662
O -2.0914 0.0332 -0.0733 -0.335
O 0.4779 0.0686 -1.0859 -0.664
P 0.3710 -0.0116 0.4061 1.035
Cl -0.1718 2.0527 1.1963 -0.558
Cl -0.5636 -2.5774 0.4422 -0.694
```

Density functional theory data (ωB97M-V/def2-TZVPD) for a molecular structure, C14H27AuBiI2O4PS2.

Values from the calculation:
Net charge = +4
Energy relative to the best compared isomer or geometry (same formula, charge and spin) = 0.0 kJ/mol
2S+1 = 3
Max |F| = 8.9 eV Å⁻¹
HOMO (spin up / spin down) = -0.77542 / -0.77537 Ha
Expectation value of S² = 2.012
Orbital gap (spin up / spin down) = 5.4 / 5.2 eV

The geometry in XYZ format:
```
52
Properties=species:S:1:pos:R:3:mulliken_charge:R:1
I 2.0419 1.7785 2.5058 0.053
I 0.8152 4.8295 1.0520 0.527
Au -1.3119 1.3283 -1.8577 0.741
Bi 0.3921 0.0186 0.8026 2.084
S -1.1024 2.1780 0.4422 -0.464
S 1.0479 1.7001 -1.1997 -0.221
C -2.0736 -1.8016 0.5811 -0.014
C -2.5683 2.3875 1.6281 1.372
C 2.5446 1.2103 -2.2617 1.385
C -3.2049 3.7029 1.2248 -1.465
C -3.5110 1.2240 1.4434 -1.309
C -2.0561 2.4590 3.0459 -1.439
C 3.0036 2.5137 -2.9066 -1.534
C 2.0810 0.1973 -3.2899 -1.460
C 3.6209 0.6256 -1.3617 -1.450
C -3.1944 0.9885 -2.2886 0.250
C -1.4846 0.9402 -3.7708 0.252
O -3.1127 -2.2562 0.4335 -0.092
O -4.3308 0.8786 -2.4714 -0.071
O -1.5281 0.7616 -4.9165 -0.064
H -3.5621 3.6660 0.1941 0.341
H -2.4862 4.5243 1.3156 0.343
H -4.0660 3.9108 1.8715 0.496
H -3.8925 1.1837 0.4235 0.241
H -4.3588 1.3446 2.1320 0.506
H -3.0234 0.2720 1.6623 0.203
H -1.5600 1.5393 3.3550 0.339
H -2.9140 2.6148 3.7131 0.495
H -1.3532 3.2813 3.1857 0.358
H 3.8739 2.3196 -3.5478 0.479
H 3.2868 3.2416 -2.1386 0.407
H 2.2107 2.9535 -3.5220 0.389
H 2.9315 -0.0693 -3.9369 0.484
H 1.2836 0.6048 -3.9219 0.261
H 1.7190 -0.7169 -2.8030 0.315
H 4.4811 0.3452 -1.9899 0.483
H 3.2686 -0.2678 -0.8319 0.325
H 3.9563 1.3589 -0.6195 0.374
C 2.5598 -4.7332 1.3259 -1.203
P 1.1620 -3.6390 1.1209 0.943
C -0.0241 -4.4896 0.0606 -1.021
C 0.3931 -3.4621 2.7414 -1.096
O 1.5467 -2.2961 0.5074 -0.712
H 2.6515 -5.0284 2.3778 0.416
H 3.4687 -4.2076 1.0153 0.347
H 2.4281 -5.6284 0.7052 0.408
H -0.1235 -5.5328 0.3912 0.431
H -1.0007 -3.9844 0.0983 0.136
H 0.3534 -4.4660 -0.9729 0.384
H 0.7113 -2.5190 3.2110 0.320
H -0.7046 -3.4856 2.6585 0.320
H 0.7144 -4.2986 3.3834 0.408
```